(1)
Computed, not measured: a 2-piece molecular cluster, C19H25FN2O7P overall at a distorted geometry, with ωB97M-V/def2-TZVPD.

Structure (XYZ):
```
55
Properties=species:S:1:pos:R:3:mulliken_charge:R:1
C -3.224 -3.453 -4.245 -1.241
C -2.142 -2.376 -3.651 -0.070
C -2.377 -0.964 -4.364 -0.628
O -2.551 0.179 -3.492 -0.504
C -1.612 0.228 -2.442 0.489
C -0.069 0.197 -2.566 0.862
C 0.637 0.146 -3.994 -0.226
O 1.038 -1.011 -4.411 -0.625
O 0.879 1.228 -4.805 -0.784
C 0.810 0.213 -1.259 0.442
C 2.425 0.131 -1.323 -0.811
C 2.788 -1.431 -1.537 0.509
C 1.981 -2.425 -0.579 -0.868
F 4.204 -1.680 -1.299 -0.395
C 0.175 0.279 0.148 -0.076
C -1.372 0.320 0.312 -0.265
C -2.218 0.301 -0.980 0.324
P -4.124 0.343 -0.745 0.215
N -4.829 1.726 -1.595 -0.673
O -4.795 -1.043 -1.513 -0.548
C -1.754 0.349 1.858 0.216
O -2.891 0.286 2.368 -0.523
N -0.417 0.403 2.493 -0.129
C 0.783 0.322 1.611 -0.006
O 1.989 0.273 1.977 -0.571
H -3.115 -4.379 -3.565 0.341
H -4.252 -3.001 -4.014 0.321
H -3.050 -3.677 -5.349 0.323
H -2.290 -2.398 -2.522 0.228
H -1.112 -2.768 -3.978 0.273
H -1.560 -0.770 -5.160 0.274
H -3.358 -1.054 -4.976 0.460
H 2.846 0.684 -2.237 0.361
H 2.852 0.548 -0.352 0.363
H 2.583 -1.770 -2.622 0.159
H 0.876 -2.566 -0.876 0.167
H 2.005 -2.113 0.534 0.134
H 2.437 -3.490 -0.603 0.377
H -4.952 2.445 -0.851 0.311
H -5.802 1.428 -1.818 0.274
H -4.055 -1.689 -1.557 0.290
H -0.390 1.235 3.102 0.209
C 3.708 2.672 4.905 -0.576
C 3.438 1.703 6.034 -0.539
C 2.089 2.177 6.542 -0.405
O 1.395 2.732 5.417 -0.423
C 2.321 2.880 4.331 0.354
H 4.422 2.301 4.169 0.336
H 4.090 3.616 5.309 0.277
H 3.351 0.687 5.637 0.245
H 4.208 1.703 6.808 0.332
H 2.202 2.969 7.290 0.264
H 1.497 1.368 6.977 0.271
H 2.084 2.117 3.583 -0.435
H 2.199 3.865 3.875 0.320
```

Computed properties:
- Kohn-Sham gap (eV) = 6.5
- HOMO level (eV) = -5.016
- total energy (eV) = -49423.3658
- net charge = -1

***

(2)
Computed, not measured: a 3-piece molecular cluster, C4H13NO2 overall at a distorted geometry, with ωB97M-V/def2-TZVPD.

Structure (XYZ):
```
20
Properties=species:S:1:pos:R:3:mulliken_charge:R:1
C -0.853 1.599 -1.244 -0.727
C -1.158 0.579 -0.471 -0.055
C -0.233 -0.554 -0.147 -0.761
C -0.645 -0.995 1.276 -0.583
N 0.338 -1.852 1.941 -0.472
H 0.125 2.019 -1.470 0.328
H -1.584 2.203 -1.787 0.210
H -2.204 0.406 -0.239 0.208
H 0.826 -0.298 -0.158 0.344
H -0.346 -1.417 -0.814 0.471
H -0.849 -0.089 1.864 0.264
H -1.650 -1.502 1.280 0.404
H 0.057 -2.487 2.662 0.174
H 1.240 -1.409 1.922 0.161
O 1.332 1.581 1.290 -0.590
H 1.987 1.052 0.833 0.319
H 1.696 1.851 2.135 0.283
O 0.870 -0.530 -3.041 -0.650
H 0.092 -0.527 -2.463 0.344
H 0.958 0.367 -3.368 0.328
```

Computed properties:
- Kohn-Sham gap (eV) = 9.4
- HOMO level (eV) = -8.728
- SMILES = C=CCCN.O.O
- total energy (eV) = -9942.4127
- energy relative to the best compared isomer or geometry (same formula, charge and spin) (eV) = 1.7839

***

(3)
Computed, not measured: C21H43NO14Zr as an isolated structure at a distorted geometry, with ωB97M-V/def2-TZVPD.

Structure (XYZ):
```
80
Properties=species:S:1:pos:R:3:mulliken_charge:R:1
Zr -11.832 1.701 -2.203 0.861
O -12.057 1.687 0.068 -0.546
C -12.594 0.486 0.555 -0.841
C -12.757 -0.732 -0.469 -0.115
O -12.351 -0.429 -1.836 -0.653
H -13.600 0.744 0.886 0.250
H -12.195 0.060 1.476 0.383
H -13.824 -0.941 -0.538 0.256
H -12.171 -1.599 -0.165 0.124
O -10.669 1.794 -4.118 -0.535
C -10.449 3.119 -4.532 -0.540
C -11.695 4.104 -4.107 -0.607
O -12.376 3.745 -2.938 -0.323
H -10.224 3.109 -5.598 0.392
H -9.531 3.396 -4.014 0.074
H -12.405 4.108 -4.934 0.217
H -11.315 5.125 -4.063 0.383
C -9.958 -3.765 -0.952 -0.588
N -8.774 -3.661 -0.091 0.976
O -7.734 -3.308 -0.631 -0.503
O -8.931 -4.009 1.056 -0.567
H -10.266 -2.804 -1.363 0.053
H -10.749 -4.248 -0.379 0.331
H -9.625 -4.381 -1.787 0.291
O -10.138 3.376 -1.063 -0.157
C -9.348 4.150 -0.498 0.703
O -9.615 5.335 0.002 -0.373
C -10.839 5.981 -0.305 -0.134
C -11.914 5.609 0.720 -0.600
C -7.940 3.732 -0.183 -0.899
H -11.085 5.770 -1.346 0.037
H -10.677 7.051 -0.181 0.320
H -12.798 6.237 0.614 0.363
H -11.634 5.735 1.766 0.335
H -12.160 4.578 0.466 -0.162
H -7.970 2.919 0.542 0.124
H -7.339 4.542 0.230 0.371
H -7.506 3.290 -1.080 0.283
O -9.825 0.804 -1.691 0.137
C -8.832 0.151 -1.258 0.493
O -8.119 -0.666 -2.006 -0.247
C -8.400 -0.860 -3.396 0.205
C -7.171 -1.644 -3.882 -1.418
C -8.573 0.116 0.222 -1.045
H -8.450 0.059 -3.981 0.183
H -9.317 -1.442 -3.478 0.184
H -6.271 -1.097 -3.602 0.328
H -7.134 -1.642 -4.972 0.429
H -7.117 -2.664 -3.501 0.287
H -7.622 0.567 0.504 0.322
H -8.636 -0.922 0.548 0.214
H -9.439 0.602 0.672 0.261
O -14.393 1.884 -1.881 0.591
C -15.562 1.924 -1.503 0.766
O -16.284 3.044 -1.361 -0.388
C -15.779 4.342 -1.656 -0.020
C -15.151 4.951 -0.431 -1.159
C -16.268 0.680 -1.015 -1.234
H -16.585 5.005 -1.969 0.415
H -14.971 4.394 -2.386 -0.032
H -14.529 4.199 0.054 0.235
H -15.916 5.338 0.241 0.383
H -14.602 5.856 -0.692 0.315
H -15.825 0.409 -0.057 0.283
H -16.024 -0.107 -1.730 0.282
H -17.306 0.790 -0.703 0.361
O -13.379 1.084 -4.109 -0.248
C -13.692 0.824 -5.308 0.618
O -14.595 1.473 -6.131 -0.351
C -15.181 2.689 -5.712 0.306
C -16.398 2.421 -4.883 -0.880
C -13.020 -0.388 -6.008 -1.156
H -15.484 3.178 -6.638 0.310
H -14.389 3.211 -5.175 -0.272
H -16.790 3.368 -4.511 0.312
H -16.202 1.791 -4.015 0.004
H -17.159 1.961 -5.513 0.376
H -12.518 -0.168 -6.950 0.338
H -13.843 -1.092 -6.131 0.362
H -12.298 -0.815 -5.312 0.160
```

Computed properties:
- Kohn-Sham gap (eV) = 8.0
- HOMO level (eV) = -7.744
- total energy (eV) = -53908.9821

***

(4)
Computed, not measured: C18H16Br3N3O4 as an isolated structure at a distorted geometry, with ωB97M-V/def2-TZVPD.

Structure (XYZ):
```
44
Properties=species:S:1:pos:R:3:mulliken_charge:R:1
C 22.511 -17.086 -5.041 -0.423
Br 23.544 -17.896 -6.501 -0.054
Br 23.697 -15.833 -4.129 -0.057
Br 21.991 -18.457 -3.734 0.098
H 21.702 -16.586 -5.552 0.457
C 20.648 -15.425 -1.061 -0.439
C 19.780 -16.326 -1.677 0.253
C 18.448 -15.994 -1.857 -0.455
C 17.954 -14.782 -1.375 -0.160
C 18.773 -13.996 -0.580 -0.300
C 20.131 -14.300 -0.446 -0.503
N 16.548 -14.488 -1.574 1.009
O 16.142 -13.405 -1.192 -0.604
O 15.848 -15.322 -2.114 -0.598
H 21.686 -15.737 -1.022 0.461
H 20.102 -17.273 -2.083 0.039
H 17.818 -16.682 -2.403 0.523
H 18.442 -13.074 -0.121 0.419
H 20.755 -13.650 0.150 0.404
C 23.648 -16.871 1.186 -0.190
C 22.547 -17.315 1.912 -0.608
C 21.802 -18.358 1.411 -0.261
C 22.178 -19.023 0.258 -0.211
C 23.257 -18.538 -0.495 -0.163
C 24.019 -17.477 0.008 -0.739
N 21.399 -20.192 -0.170 1.015
O 21.671 -20.670 -1.266 -0.544
O 20.570 -20.634 0.596 -0.590
H 24.109 -15.930 1.467 0.365
H 22.199 -16.769 2.777 0.399
H 20.896 -18.643 1.932 0.435
H 23.529 -19.009 -1.426 0.679
H 24.818 -17.091 -0.609 0.412
N 17.142 -22.537 -3.401 -0.573
C 17.695 -21.787 -4.363 -0.251
C 18.573 -20.732 -4.178 -0.592
C 18.806 -20.336 -2.880 0.730
C 18.200 -20.997 -1.825 -0.503
C 17.416 -22.108 -2.151 -0.309
H 17.438 -22.156 -5.355 0.363
H 18.849 -20.128 -5.031 0.350
H 19.549 -19.542 -2.813 0.009
H 18.319 -20.659 -0.808 0.346
H 16.837 -22.611 -1.383 0.361
```

Computed properties:
- Kohn-Sham gap (eV) = 8.6
- HOMO level (eV) = -9.537
- total energy (eV) = -241706.7133

***

(5)
Computed, not measured: C7H6CuN2O3S as an isolated structure at a distorted geometry, with ωB97M-V/def2-TZVPD.

Structure (XYZ):
```
20
Properties=species:S:1:pos:R:3:mulliken_charge:R:1
O -3.078 0.764 -3.647 -0.059
C -2.285 0.422 -2.916 0.013
Cu -2.386 1.058 1.538 -0.059
C -4.104 0.430 1.116 0.513
C -2.409 2.606 0.626 0.575
O -5.231 0.223 1.006 -0.101
O -2.615 3.674 0.188 -0.130
C 2.368 -0.667 1.895 -0.781
N 1.886 -0.692 0.532 0.151
C 2.692 -0.761 -0.603 0.008
C 1.859 -0.722 -1.686 -0.335
N 0.580 -0.644 -1.186 0.181
C 0.560 -0.637 0.176 0.050
S -0.842 -0.828 1.089 -0.160
H 2.054 0.235 2.420 0.334
H 1.978 -1.519 2.445 0.361
H 3.453 -0.705 1.965 0.311
H 3.756 -0.873 -0.543 0.451
H 2.070 -0.793 -2.723 0.452
H -0.306 -0.570 -1.692 0.224
```

Computed properties:
- Kohn-Sham gap (spin up / spin down) (eV) = 9.5 / 6.4
- HOMO level (spin up / spin down) (eV) = -17.558 / -17.878
- total energy (eV) = -71935.6045
- energy relative to the best compared isomer or geometry (same formula, charge and spin) (eV) = 0.8012
- net charge = +2
- multiplicity = 2

***

(6)
Computed, not measured: C4H5NO2 as an isolated structure, with ωB97M-V/def2-TZVPD.

Structure (XYZ):
```
12
Properties=species:S:1:pos:R:3:mulliken_charge:R:1
C -1.474 -0.714 -0.116 -1.108
C -0.056 -0.344 0.173 0.663
C 0.623 1.012 0.222 0.278
O 0.092 2.213 0.401 -0.473
N 1.826 0.667 -0.063 -0.701
C 1.287 -0.721 -0.235 0.150
O 0.787 -1.196 0.990 -0.474
H -1.551 -1.529 -0.839 0.287
H -1.980 -1.020 0.805 0.291
H -2.004 0.157 -0.511 0.326
H 0.781 2.860 0.173 0.376
H 1.668 -1.385 -1.000 0.385
```

Computed properties:
- Kohn-Sham gap (eV) = 10.3
- HOMO level (eV) = -9.536
- total energy (eV) = -9811.1643
- energy relative to the best compared isomer or geometry (same formula, charge and spin) (eV) = 3.1505

***

Number 5 is which compound? C7H6CuN2O3S